The following is a quantum chemistry calculation of a structure of composition C23H30MnN3O in a non-equilibrium geometry, from the Open Molecules 2025 dataset.

Element x y z (Å)
1 Mn 0.9055 0.6023 -0.3764
2 C -1.0333 -3.4117 -2.1934
3 C 0.4272 -3.5215 -1.8370
4 C 1.1652 -4.5582 -2.3989
5 C 2.5221 -4.6816 -2.1771
6 C 3.1828 -3.7223 -1.4245
7 C 2.4928 -2.6656 -0.8586
8 C 3.2308 -1.5982 -0.0971
9 C 1.0938 -2.5925 -1.0180
10 N 0.3742 -1.5386 -0.4025
11 C -0.6635 -1.7980 0.3251
12 C -0.9799 -3.1472 0.8816
13 C -1.5207 -0.6520 0.6891
14 C -2.8264 -0.8494 1.3842
15 N -1.0816 0.4942 0.3292
16 C -1.7168 1.7294 0.5892
17 C -1.8562 2.2123 1.8979
18 C -1.4061 1.4225 3.0985
19 C -2.4161 3.4735 2.0714
20 C -2.8428 4.2233 0.9913
21 C -2.7041 3.7289 -0.2975
22 C -2.1278 2.4899 -0.5213
23 C -1.9584 1.9471 -1.9150
24 H -1.1657 -3.6248 -3.2531
25 H -1.4334 -2.4177 -1.9978
26 H -1.6337 -4.1404 -1.6440
27 H 0.6548 -5.2824 -3.0224
28 H 3.0711 -5.5079 -2.6084
29 H 4.2538 -3.7959 -1.2837
30 H 4.2908 -1.8341 -0.0335
31 H 2.8423 -1.4657 0.9118
32 H 3.1464 -0.6431 -0.6317
33 H -0.1997 -3.8614 0.6346
34 H -1.9349 -3.5274 0.5158
35 H -1.0598 -3.0637 1.9680
36 H -3.3493 -1.7177 0.9847
37 H -3.4498 0.0342 1.2606
38 H -2.6757 -1.0165 2.4536
39 H -0.6960 0.6414 2.8336
40 H -2.2597 0.9584 3.5992
41 H -0.9313 2.0834 3.8227
42 H -2.5204 3.8606 3.0779
43 H -3.2757 5.2014 1.1541
44 H -3.0527 4.3136 -1.1397
45 H -2.1810 2.7100 -2.6576
46 H -2.6162 1.0939 -2.0941
47 H -0.9325 1.6082 -2.0834
48 N 2.4668 4.3575 -0.9110
49 C 2.2751 3.0806 -0.6005
50 O 1.5813 2.3455 -1.3352
51 C 2.8947 2.5244 0.6540
52 C 1.9237 1.5030 1.2734
53 H 2.0692 4.7374 -1.7549
54 H 3.0503 4.9460 -0.3434
55 H 3.1620 3.3315 1.3424
56 H 3.8239 2.0294 0.3551
57 H 1.1508 2.0654 1.8098
58 H 2.4498 0.8865 2.0027

As for the charge: +1. The calculation puts the highest occupied orbital energy (spin up / spin down) at -10.227 / -11.359 eV. For the total energy, the calculation gives -2284.7812 a.u. The LUMO energy (spin up / spin down) comes out at -3.744 / -3.907 eV. The maximum force comes out at 0.02350 hartree/bohr. As for the multiplicity: 6.

The following is a quantum chemistry calculation of a structure of composition C23H30N7O5RuS2 in a non-equilibrium geometry, from the Open Molecules 2025 dataset.

Element x y z (Å)
1 Ru -0.3245 -0.4445 0.4586
2 C 2.9393 -0.3724 -0.0509
3 O 1.6406 -0.0119 -0.5499
4 C 1.6819 1.1492 -1.3604
5 C 0.4021 1.2941 -2.1417
6 O -0.7334 1.5421 -1.3203
7 C -0.8828 2.8899 -0.8956
8 C -1.4928 2.8436 0.4828
9 O -0.6485 2.1199 1.3514
10 C 0.3936 2.9202 1.9122
11 H 3.6259 -0.4805 -0.8947
12 H 3.3107 0.3674 0.6547
13 H 2.8344 -1.3242 0.4616
14 H 1.8813 2.0299 -0.7374
15 H 2.5069 1.0559 -2.0751
16 H 0.5089 2.0852 -2.8907
17 H 0.2065 0.3495 -2.6459
18 H 0.0831 3.4002 -0.8644
19 H -1.5319 3.4292 -1.5945
20 H -1.6679 3.8581 0.8583
21 H -2.4468 2.3147 0.4371
22 H -0.0282 3.6156 2.6439
23 H 1.1011 2.2483 2.3904
24 H 0.9130 3.4945 1.1377
25 C 0.2160 -2.0704 1.4236
26 H 1.1920 -2.5055 1.2096
27 H -0.5726 -2.8203 1.5279
28 O 4.1225 1.5929 4.5212
29 S 4.0048 0.6612 3.4225
30 O 4.9128 0.8798 2.3133
31 N 2.4858 0.5465 2.8882
32 C 1.9945 -0.6995 3.1281
33 S 0.2969 -1.0332 2.8686
34 C 2.8906 -1.6196 3.7708
35 C 2.7360 -2.9573 4.1681
36 C 3.7954 -3.5989 4.7813
37 C 5.0156 -2.9479 5.0158
38 C 5.1827 -1.6299 4.6205
39 C 4.1245 -0.9930 3.9958
40 H 1.7997 -3.4750 3.9940
41 H 3.6836 -4.6329 5.0859
42 H 5.8245 -3.4745 5.5057
43 H 6.1163 -1.1086 4.7943
44 N -3.1169 -3.9187 -4.3956
45 C -2.4850 -2.9719 -3.6669
46 N -2.4823 -1.7105 -4.1648
47 N -1.9229 -3.3347 -2.5460
48 C -1.2551 -2.4006 -1.8750
49 N -0.6300 -1.6354 -1.2750
50 H -3.8423 -3.6409 -5.0338
51 H -3.2509 -4.7978 -3.9227
52 H -2.6712 -1.5751 -5.1436
53 H -1.8309 -1.0600 -3.7527
54 N -4.0701 -0.2989 2.4167
55 C -2.7210 -0.3967 2.3120
56 N -2.3157 -0.4574 1.0703
57 C -3.4773 -0.3634 0.2983
58 C -3.6303 -0.3139 -1.0832
59 C -4.9094 -0.2143 -1.5860
60 C -6.0277 -0.1503 -0.7319
61 C -5.8864 -0.1711 0.6386
62 C -4.5875 -0.2748 1.1334
63 H -4.5831 -0.2392 3.2774
64 H -2.0699 -0.4270 3.1702
65 H -2.7568 -0.3259 -1.7140
66 H -5.0617 -0.1758 -2.6571
67 H -7.0180 -0.0671 -1.1609
68 H -6.7444 -0.1001 1.2942

As for the charge: 0. The calculation puts the highest occupied orbital energy (spin up / spin down) at -4.727 / -6.489 eV. For the total energy, the calculation gives -2545.0862 a.u. The LUMO energy (spin up / spin down) comes out at -0.210 / -0.210 eV. The maximum force comes out at 0.02643 hartree/bohr. As for the multiplicity: 2.

The following is a quantum chemistry calculation of a structure of composition C23H31Br51O2P, from the Open Molecules 2025 dataset.

Element x y z (Å)
1 C -1.1890 -0.7234 2.3286
2 O -0.6803 -2.0376 2.2818
3 C 0.7108 -2.1310 1.9539
4 C 0.9978 -3.3608 1.1274
5 C 2.2129 -3.1032 0.2143
6 C 1.7213 -2.7190 -1.1731
7 P 2.9465 -2.5261 -2.4038
8 C 4.4447 -1.8297 -1.5433
9 O 2.3783 -1.1779 -3.3221
10 H -2.1521 -0.6971 1.8281
11 H -1.3272 -0.4171 3.3650
12 H -0.5390 -0.0101 1.8262
13 H 1.0527 -1.2522 1.4139
14 H 1.2675 -2.2046 2.8991
15 H 0.1287 -3.4919 0.4920
16 H 1.0854 -4.2638 1.7364
17 H 2.8403 -4.0067 0.2510
18 H 2.7870 -2.2982 0.6791
19 H 1.1104 -3.5503 -1.5280
20 H 4.3310 -1.6926 -0.4734
21 H 4.6782 -0.8717 -2.0032
22 H 5.2747 -2.4868 -1.7732
23 H 3.1209 -0.7371 -3.7581
24 C 7.5562 -5.4827 -1.1441
25 Br 7.4991 -3.8101 -0.2012
26 Br 5.7853 -6.1923 -1.3495
27 Br 8.4658 -5.3242 -2.8337
28 H 8.1179 -6.1806 -0.5422
29 C 2.7828 -3.8806 -6.4590
30 Br 3.3181 -3.9921 -8.3172
31 Br 1.2880 -5.0324 -6.0974
32 Br 4.2133 -4.2108 -5.2474
33 H 2.4517 -2.8653 -6.2853
34 C -0.7419 0.5693 -3.6186
35 Br -2.3579 1.5057 -4.1361
36 Br -0.4640 0.6255 -1.7226
37 Br -0.7478 -1.2221 -4.2829
38 H 0.0859 1.0859 -4.0798
39 C 6.4006 -0.6571 2.4244
40 Br 7.2252 -0.5737 0.6913
41 Br 4.9438 -1.9066 2.4519
42 Br 7.6987 -1.0580 3.7872
43 H 5.9937 0.3194 2.6384
44 C 3.7827 -8.5902 -6.2695
45 Br 1.9130 -9.0005 -6.4519
46 Br 4.2090 -7.9657 -4.5101
47 Br 4.8778 -10.0928 -6.7769
48 H 4.0048 -7.7874 -6.9579
49 C -1.3576 -4.0043 4.4581
50 Br -2.9679 -3.0849 3.9941
51 Br -0.7867 -3.5310 6.2412
52 Br -1.5306 -5.9060 4.2453
53 H -0.6020 -3.6615 3.7714
54 C -3.1823 4.3938 -1.0235
55 Br -1.3294 4.4443 -1.5264
56 Br -3.7353 2.6152 -0.5543
57 Br -3.5811 5.6556 0.3766
58 H -3.7567 4.6925 -1.8883
59 C -6.7536 4.2048 3.2447
60 Br -5.1529 3.2167 3.6287
61 Br -6.5064 6.0960 3.5036
62 Br -7.4399 3.8141 1.4957
63 H -7.5018 3.8854 3.9535
64 C -11.5286 3.4879 3.3372
65 Br -11.2641 2.6597 1.6267
66 Br -10.1458 3.0141 4.5893
67 Br -11.7235 5.3929 3.1799
68 H -12.4516 3.1005 3.7404
69 C 11.4447 0.7540 -0.0813
70 Br 10.0511 1.7798 -0.9142
71 Br 11.1879 0.6443 1.8211
72 Br 11.5922 -0.9916 -0.8717
73 H 12.3765 1.2699 -0.2545
74 C -3.0638 -0.2874 6.8079
75 Br -2.1119 0.8918 5.6296
76 Br -2.5710 0.0057 8.6474
77 Br -4.9676 -0.1503 6.5627
78 H -2.7776 -1.3008 6.5568
79 C 2.0443 -0.7935 -9.8822
80 Br 2.2231 0.8946 -8.9808
81 Br 0.2415 -1.4460 -9.8099
82 Br 2.6941 -0.7031 -11.6916
83 H 2.6618 -1.5069 -9.3563
84 C -5.9857 0.1721 10.1431
85 Br -7.6051 1.1188 9.7204
86 Br -5.3141 0.6502 11.8797
87 Br -6.2096 -1.7251 9.9667
88 H -5.2419 0.4713 9.4188
89 C -4.3311 7.0522 -4.5671
90 Br -3.1888 8.0448 -3.3822
91 Br -3.7262 5.2459 -4.7822
92 Br -6.1579 7.0997 -3.9627
93 H -4.2891 7.5277 -5.5352
94 C 7.7632 -5.0445 5.8809
95 Br 7.7226 -3.4364 6.9399
96 Br 5.9955 -5.7326 5.5822
97 Br 8.7098 -4.7948 4.2273
98 H 8.3053 -5.7834 6.4504
99 C -1.8055 11.1530 -1.1221
100 Br -0.1238 11.9843 -0.7005
101 Br -2.0122 9.4708 -0.2197
102 Br -3.2848 12.3305 -0.7714
103 H -1.8043 10.9519 -2.1830
104 C -10.0393 6.6672 -3.3956
105 Br -11.7169 7.5386 -3.7509
106 Br -9.6229 6.6721 -1.5201
107 Br -9.9950 4.8903 -4.1231
108 H -9.2731 7.2377 -3.8993

As for the charge: -1. The calculation puts the highest occupied orbital energy at -2.416 eV. For the total energy, the calculation gives -132661.3104 a.u. The LUMO energy comes out at 0.879 eV. The maximum force comes out at 0.01582 hartree/bohr.